Entry 1:
This record from OMol25 describes one molecule with the formula C13H21N3O2. The level of theory is ωB97M-V/def2-TZVPD.

Properties
- HOMO energy (Ha) = -0.316
- E_tot (eV) = -22376.5196
- SMILES = CCCC(=O)Nc1c(C)nn(C(=O)CCC)c1C
- lowest unoccupied orbital energy (eV) = 0.113
- HOMO-LUMO gap (eV) = 8.715
- relative energy (zero: lowest compared OMol25 entry of this formula, charge and spin) (kJ/mol) = 1127.3

```
! wB97M-V def2-TZVPD RIJCOSX def2/J DEFGRID3
* xyz 0 1
C -3.77 -1.94 -0.68
C -4.46 -0.64 -0.71
C -3.98 0.38 0.40
C -2.66 0.72 0.14
O -2.42 1.46 -0.76
N -1.84 -0.02 0.94
C -0.49 0.11 0.96
C 0.52 -0.74 0.60
N 1.71 -0.11 0.59
N 1.66 1.16 0.72
C 0.28 1.66 0.82
C -0.28 2.94 0.80
H -0.71 2.79 1.72
H -0.83 3.13 0.12
H 0.64 3.53 0.76
C 2.95 -0.76 0.73
O 3.18 -2.09 0.67
C 4.12 0.19 0.54
C 4.73 0.38 -1.07
C 3.51 0.84 -1.82
H 3.89 0.92 -3.04
H 2.59 0.19 -1.84
H 3.16 1.86 -1.53
H 4.87 -0.68 -1.13
H 5.50 1.10 -1.31
H 3.92 1.25 0.76
H 4.99 -0.30 1.08
C 0.40 -2.07 0.66
H -0.78 -2.52 0.75
H 0.90 -2.70 -0.11
H 0.81 -2.59 1.52
H -2.12 -0.78 1.27
H -4.19 -0.18 1.41
H -4.80 1.05 0.43
H -5.70 -0.92 -0.55
H -4.46 0.10 -1.61
H -3.86 -2.46 0.01
H -4.23 -2.56 -1.28
H -2.80 -1.70 -0.97
*
```

***

Entry 2:
This record from OMol25 describes one molecule with the formula C13H21N3O3. The level of theory is ωB97M-V/def2-TZVPD.

Properties
- HOMO energy (Ha) = -0.306
- E_tot (eV) = -24436.4358
- SMILES = CCCCCCOC(=O)Cc1c(C)nc(N)[nH]c1=O
- lowest unoccupied orbital energy (eV) = 0.650
- HOMO-LUMO gap (eV) = 8.969
- relative energy (zero: lowest compared OMol25 entry of this formula, charge and spin) (kJ/mol) = 83.8

```
! wB97M-V def2-TZVPD RIJCOSX def2/J DEFGRID3
* xyz 0 1
C 4.20 4.40 -1.42
C 4.95 3.17 -0.92
C 4.08 1.92 -0.85
C 3.00 2.00 0.23
C 2.23 0.69 0.34
C 1.15 0.77 1.42
H 1.59 1.00 2.39
H 0.41 1.53 1.16
O 0.50 -0.49 1.59
C -0.54 -0.76 0.79
O -0.96 0.00 -0.05
C -1.09 -2.14 1.09
C -2.54 -2.26 0.72
C -2.99 -2.43 -0.56
N -4.31 -2.51 -0.86
C -5.18 -2.40 0.10
N -4.81 -2.22 1.39
C -3.48 -2.14 1.81
O -3.23 -1.98 2.99
H -5.51 -2.14 2.13
N -6.50 -2.53 -0.18
H -7.18 -2.17 0.47
H -6.74 -2.51 -1.16
C -2.07 -2.55 -1.73
H -1.49 -1.64 -1.83
H -1.38 -3.38 -1.60
H -2.66 -2.71 -2.63
H -0.97 -2.33 2.15
H -0.48 -2.86 0.53
H 2.91 -0.13 0.58
H 1.75 0.46 -0.62
H 3.47 2.23 1.19
H 2.31 2.80 -0.01
H 4.73 1.06 -0.64
H 3.61 1.75 -1.82
H 5.79 2.98 -1.60
H 5.37 3.38 0.06
H 3.42 4.69 -0.72
H 4.88 5.24 -1.54
H 3.74 4.20 -2.39
*
```

***

Entry 3:
This record from OMol25 describes a 2-piece molecular cluster, C13H21NO overall. The level of theory is ωB97M-V/def2-TZVPD.

Properties
- HOMO energy (Ha) = -0.304
- E_tot (eV) = -17355.9249
- SMILES = CC(C)C1=C[C@@H](C(C)C)C(=O)N1.C#CC
- lowest unoccupied orbital energy (eV) = 0.749
- HOMO-LUMO gap (eV) = 9.031
- relative energy (zero: lowest compared OMol25 entry of this formula, charge and spin) (kJ/mol) = 345.4

```
! wB97M-V def2-TZVPD RIJCOSX def2/J DEFGRID3
* xyz 0 1
C 0.55 2.70 -1.31
C 0.17 3.15 -0.26
C 1.75 -0.36 -1.21
C -0.06 -0.24 0.30
C 1.44 -0.33 0.29
C -0.51 -0.19 -0.96
C -0.11 3.76 1.01
C 2.02 -1.27 2.58
C 1.42 -2.83 0.55
C -2.74 -1.51 -0.97
C -2.63 1.05 -0.88
C 2.05 -1.53 1.05
C -1.96 -0.27 -1.39
N 0.54 -0.47 -1.84
O 2.87 -0.43 -1.73
H 0.57 2.21 -2.22
H -0.66 -0.12 1.16
H 1.89 0.72 0.63
H -0.05 3.01 1.76
H -1.19 4.29 1.02
H 0.42 4.75 1.28
H 2.58 -2.03 3.06
H 1.00 -1.46 3.01
H 2.34 -0.22 2.86
H 0.70 -2.98 1.34
H 2.10 -3.64 0.56
H 1.20 -2.60 -0.55
H -3.05 -1.20 0.09
H -2.23 -2.47 -1.02
H -3.78 -1.61 -1.44
H -2.72 1.06 0.29
H -3.54 1.25 -1.40
H -1.91 1.82 -1.14
H 3.11 -1.52 0.77
H -1.99 -0.15 -2.49
H 0.38 -0.33 -2.82
*
```

***

Entry 4:
This record from OMol25 describes C13H21O14RbS as an isolated structure. The level of theory is ωB97M-V/def2-TZVPD.

Properties
- HOMO energy (Ha) = 0.031
- E_tot (eV) = -53975.6181
- lowest unoccupied orbital energy (eV) = 3.035
- HOMO-LUMO gap (eV) = 2.204

```
! wB97M-V def2-TZVPD RIJCOSX def2/J DEFGRID3
* xyz -2 1
Rb 0.64 -2.03 0.71
C 3.12 -0.08 3.55
O 2.39 -0.96 2.79
H 2.65 0.10 4.54
H 4.13 -0.45 3.81
H 3.30 0.92 3.10
S 0.39 -5.18 2.97
O 0.32 -6.65 2.70
O 1.78 -4.78 3.29
O 0.02 -4.51 1.70
O -0.50 -4.81 4.08
C -2.66 2.14 5.36
C -3.11 1.74 3.95
C -2.39 2.53 2.86
O -1.53 1.60 2.25
C -1.85 0.36 2.68
O -1.26 -0.61 2.35
O -2.70 0.40 3.71
H -3.19 1.55 6.11
H -2.93 3.17 5.59
H -1.62 1.92 5.61
H -4.17 1.96 3.88
H -1.94 3.47 3.19
H -3.16 2.84 2.14
C 2.83 0.04 -3.30
C 2.43 0.23 -1.83
C 3.51 0.93 -1.01
O 2.77 1.97 -0.38
C 1.54 2.06 -0.84
O 0.75 2.94 -0.66
O 1.26 1.01 -1.67
H 3.75 -0.54 -3.34
H 2.87 1.07 -3.68
H 2.13 -0.56 -3.88
H 2.19 -0.75 -1.41
H 4.36 1.31 -1.58
H 3.91 0.22 -0.28
C -0.91 0.22 -5.97
C -1.46 0.19 -4.57
C -2.72 -0.67 -4.32
O -2.40 -1.39 -3.14
C -1.10 -1.28 -2.85
O -0.55 -1.80 -1.94
O -0.50 -0.46 -3.72
H -1.00 -0.74 -6.47
H 0.11 0.59 -6.04
H -1.48 0.92 -6.59
H -1.54 1.21 -4.18
H -2.95 -1.33 -5.16
H -3.54 0.00 -4.07
*
```